[1]
{
  "formula": "C10H14Cl24N4O2PS",
  "method": "ωB97M-V/def2-TZVPD",
  "symbols": ["O", "P", "O", "S", "N", "C", "N", "C", "N", "N", "H", "H", "H", "H", "H", "H", "C", "Cl", "Cl", "Cl", "H", "C", "Cl", "Cl", "Cl", "H", "C", "Cl", "Cl", "Cl", "H", "C", "Cl", "Cl", "Cl", "H", "C", "Cl", "Cl", "Cl", "H", "C", "Cl", "Cl", "Cl", "H", "C", "Cl", "Cl", "Cl", "H", "C", "Cl", "Cl", "Cl", "H"],
  "coordinates": [[7.180, 1.691, -3.392], [5.803, 2.519, -3.835], [5.590, 3.639, -2.668], [6.186, 3.299, -5.556], [4.513, 1.341, -3.945], [3.238, 1.533, -3.587], [2.365, 0.501, -3.722], [1.221, 1.022, -3.249], [1.388, 2.290, -2.889], [2.681, 2.646, -3.100], [7.623, 2.254, -2.722], [5.097, 4.403, -3.010], [4.752, 0.426, -4.322], [0.226, 0.524, -3.154], [0.672, 2.896, -2.506], [3.061, 3.557, -2.891], [9.507, -0.098, -1.254], [8.938, 1.338, -0.383], [11.059, 0.221, -2.024], [9.624, -1.477, -0.160], [8.784, -0.335, -2.026], [-2.565, -0.309, -1.283], [-3.015, -1.368, -2.615], [-2.255, -1.233, 0.175], [-1.134, 0.661, -1.719], [-3.391, 0.369, -1.092], [-5.644, 0.734, -4.560], [-6.841, 1.621, -5.501], [-4.006, 1.180, -5.060], [-5.870, 1.029, -2.831], [-5.780, -0.325, -4.746], [-3.984, -0.192, 3.646], [-3.874, 0.609, 5.209], [-3.974, 1.000, 2.336], [-2.667, -1.355, 3.448], [-4.923, -0.732, 3.607], [0.550, -3.536, 1.972], [-1.129, -3.954, 1.622], [0.876, -1.852, 1.533], [0.918, -3.814, 3.674], [1.192, -4.173, 1.375], [4.536, 1.012, 0.330], [4.009, 2.667, 0.655], [3.290, -0.141, 0.803], [4.949, 0.827, -1.385], [5.425, 0.813, 0.918], [-6.736, -0.983, 8.123], [-6.085, 0.625, 8.458], [-6.297, -1.505, 6.493], [-6.167, -2.146, 9.322], [-7.817, -0.932, 8.184], [-8.310, -3.688, 3.884], [-8.761, -4.741, 2.542], [-7.994, -4.633, 5.338], [-6.899, -2.708, 3.456], [-9.139, -3.019, 4.085]],
  "lumo_energy_ha": -0.114,
  "total_charge": 1
}

***

[2]
{
  "formula": "C10H14Cl8F2O6",
  "method": "ωB97M-V/def2-TZVPD",
  "symbols": ["C", "Cl", "Cl", "H", "H", "C", "Cl", "Cl", "H", "H", "C", "Cl", "Cl", "H", "H", "C", "Cl", "Cl", "H", "H", "C", "C", "O", "C", "O", "O", "F", "H", "H", "H", "C", "C", "O", "C", "O", "O", "F", "H", "H", "H"],
  "coordinates": [[-4.353, 4.101, -17.062], [-4.916, 2.969, -18.246], [-4.864, 3.565, -15.409], [-3.266, 4.176, -17.075], [-4.780, 5.086, -17.251], [-2.843, 5.706, -19.705], [-2.332, 4.415, -18.534], [-4.574, 5.787, -19.692], [-2.393, 6.604, -19.282], [-2.560, 5.601, -20.753], [-1.267, 3.873, -22.021], [-0.336, 2.430, -21.700], [-0.864, 5.248, -20.895], [-1.250, 4.057, -23.095], [-2.291, 3.562, -21.816], [-5.527, 7.974, -19.050], [-6.885, 7.239, -18.240], [-5.977, 8.255, -20.776], [-5.279, 8.907, -18.546], [-4.681, 7.293, -18.958], [-2.718, 10.286, -20.928], [-2.792, 9.857, -19.434], [-2.871, 8.449, -19.433], [-2.874, 7.977, -20.754], [-2.808, 6.810, -21.147], [-2.467, 9.005, -21.625], [-3.880, 10.379, -18.880], [-1.856, 10.947, -21.014], [-3.538, 10.816, -21.412], [-1.964, 10.169, -18.797], [-1.598, 3.238, -17.096], [-0.060, 3.710, -16.757], [-0.278, 4.579, -15.633], [-1.620, 4.820, -15.449], [-2.044, 5.514, -14.539], [-2.275, 4.248, -16.420], [0.431, 4.464, -17.803], [-1.749, 2.231, -16.706], [-1.833, 3.134, -18.155], [0.562, 2.835, -16.571]],
  "lumo_energy_ha": 0.004,
  "de_lowest_kcal_mol": 415.8,
  "total_charge": 0
}

***

Number 1: highest occupied orbital energy -12.04 eV, energy -12542.862134 a.u.. Number 2: highest occupied orbital energy -8.53 eV, energy -4721.505017 a.u..